Entry 1:
A molecular structure, C5H9N4 at a distorted geometry, computed with the ωB97M-V functional and the def2-TZVPD basis.

Atoms and positions in Å:
C1 1.4208 -2.3624 -0.7924
C2 0.8449 -0.3543 0.0901
C3 -1.9766 1.8248 -0.6914
C4 -0.6773 1.8408 -0.5311
C5 0.0640 0.6218 0.8475
N1 0.4703 -1.6526 -0.0195
N2 2.2859 -1.5214 -1.1759
N3 1.9610 -0.3263 -0.6463
N4 -1.0005 -0.0090 1.5537
H1 1.4922 -3.3921 -0.9750
H2 -2.5232 2.5082 -1.4119
H3 -2.5471 1.0895 0.0061
H4 0.2426 2.2376 -0.8343
H5 0.6989 1.2540 1.4734
H6 2.5788 0.4232 -0.8138
H7 -0.2279 -2.0713 0.5134
H8 -1.7556 -0.6095 0.9851
H9 -1.3512 0.4990 2.4225

Values from the calculation:
* E_HOMO (spin up / spin down): -9.21 / -14.20 eV
* relative energy (zero: lowest compared OMol25 entry of this formula, charge and spin): 63.5 kcal per mole
* orbital gap (spin up / spin down): 6.0 / 6.9 eV
* LUMO level (spin up / spin down): -3.2 / -7.3 eV
* net charge: +1
* multiplicity: 3



Entry 2:
A single C5H10O2 molecule at a distorted geometry, computed with the ωB97M-V functional and the def2-TZVPD basis.

Atoms and positions in Å:
C1 0.7192 1.7050 1.3144
C2 -0.3380 0.3970 1.4448
O1 -0.9964 -0.2184 0.3252
C3 -0.1525 -1.0089 -0.5553
C4 -0.9568 -1.5792 -1.7180
C5 0.8736 0.0134 -0.9387
O2 1.8245 0.2110 -0.2251
H1 0.1272 2.4598 0.7903
H2 0.8330 1.9426 2.3682
H3 1.7472 1.8752 0.9154
H4 0.0398 -0.4109 2.0991
H5 -1.1460 0.9255 1.9604
H6 0.3231 -1.8097 0.0285
H7 -0.3840 -2.3363 -2.2735
H8 -1.8573 -2.0656 -1.3369
H9 -1.2566 -0.8073 -2.4371
H10 0.5999 0.7070 -1.7617

Values from the calculation:
* E_HOMO: -9.59 eV
* relative energy (zero: lowest compared OMol25 entry of this formula, charge and spin): 73.8 kcal per mole
* orbital gap: 10.6 eV
* LUMO level: 1.0 eV



Entry 3:
A molecular structure, C73H66Cl2N5O7 at a distorted geometry, computed with the ωB97M-V functional and the def2-TZVPD basis.

Atoms and positions in Å:
C1 -2.6617 2.7466 16.2026
N1 -3.8624 3.3013 15.5439
C2 -4.4135 2.5969 14.5368
C3 -5.3460 3.1564 13.6946
C4 -5.6904 4.4869 13.8662
C5 -5.3121 5.1102 15.0844
C6 -4.3478 4.4947 15.8776
C7 -6.6248 5.1432 12.9212
C8 -7.6087 4.3772 12.2591
C9 -8.4627 4.9995 11.3439
N2 -8.3305 6.3113 11.1087
C10 -7.3620 7.0157 11.7183
C11 -6.4498 6.4868 12.5817
C12 -9.2302 6.9297 10.1342
H1 -2.9283 1.7821 16.6339
H2 -2.4322 3.3525 17.0772
H3 -1.8496 2.7483 15.4822
H4 -4.0500 1.5875 14.4037
H5 -5.6056 2.5355 12.8427
H6 -5.4877 6.1463 15.3380
H7 -3.8760 5.0740 16.6590
H8 -7.7193 3.3716 12.6655
H9 -9.1996 4.3942 10.8355
H10 -7.4379 8.0743 11.5021
H11 -5.6147 7.0080 13.0258
H12 -9.4679 7.8949 10.5875
H13 -10.2061 6.4584 10.0431
H14 -8.7291 7.0305 9.1744
C13 -8.3145 7.6128 19.4031
N3 -8.4665 6.2919 18.7554
C14 -7.6215 5.8708 17.8234
C15 -7.7193 4.5808 17.3302
C16 -8.8020 3.8001 17.6645
C17 -9.7644 4.3257 18.5242
C18 -9.5576 5.5629 19.1253
C19 -8.7858 2.4304 17.1095
C20 -8.5367 2.3217 15.7437
C21 -8.3848 1.0772 15.1848
N4 -8.4089 -0.0497 15.9030
C22 -8.6640 0.0070 17.2292
C23 -8.9078 1.2495 17.8363
C24 -8.1220 -1.3437 15.2311
H15 -8.9413 7.7329 20.2792
H16 -8.5812 8.3368 18.6326
H17 -7.2704 7.7688 19.6673
H18 -6.7969 6.5334 17.5994
H19 -6.8743 4.1543 16.8118
H20 -10.6218 3.7259 18.7992
H21 -10.2055 5.9260 19.9077
H22 -8.1965 3.1469 15.1311
H23 -8.2939 1.0214 14.0977
H24 -8.7733 -0.9103 17.7892
H25 -9.1598 1.2967 18.8871
H26 -7.3844 -1.2442 14.4360
H27 -9.0747 -1.6783 14.8277
H28 -7.6265 -1.9316 16.0010
C25 -8.3998 2.5940 11.1651
O1 -7.5442 2.5652 12.2509
H29 -8.9124 1.6488 10.9242
H30 -9.1955 3.3613 11.2470
H31 -7.9609 2.8944 10.1957
Cl1 -12.3816 -0.2280 7.3415
C26 -10.8285 -0.4519 8.1750
C27 -9.8435 0.6093 7.7338
Cl2 -9.2717 0.3887 6.0726
H32 -10.4750 -1.4225 7.8306
H33 -10.9572 -0.4800 9.2546
H34 -8.9671 0.5494 8.3814
H35 -10.2231 1.6271 7.7942
C28 -14.2990 4.9721 14.0455
C29 -13.8732 3.5357 13.7796
C30 -12.4030 3.4016 13.3665
C31 -11.8835 4.0588 12.1797
N5 -11.4885 4.5447 11.2159
H36 -15.3335 5.0531 14.3710
H37 -14.0432 5.7256 13.2999
H38 -13.7071 5.3479 14.8905
H39 -14.4942 2.9763 13.0808
H40 -13.9333 2.9563 14.7029
H41 -12.1247 2.3483 13.2634
H42 -11.6777 3.7912 14.0950
C32 -3.9864 5.8946 5.0640
C33 -4.6815 6.2733 3.9234
C34 -6.0714 6.0594 3.8881
C35 -6.7284 5.4908 4.9739
C36 -5.9776 5.0948 6.0967
C37 -4.6027 5.2190 6.1055
C38 -6.6162 4.4749 7.2774
O2 -6.0066 4.1781 8.2942
C39 -8.0502 4.0924 7.1772
C40 -8.6463 3.3047 8.1819
C41 -9.9703 2.9714 8.0770
C42 -10.7683 3.5135 7.0683
C43 -10.1873 4.2140 6.0377
C44 -8.8094 4.5310 6.1012
C45 -8.1869 5.2124 4.9023
O3 -8.8977 5.5064 3.9727
H43 -2.9126 6.0326 5.0773
H44 -4.1991 6.6632 3.0394
H45 -6.7252 6.2938 3.0576
H46 -4.0316 4.7684 6.9044
H47 -8.1515 2.9253 9.0664
H48 -10.3470 2.4639 8.9587
H49 -11.8331 3.3418 7.1555
H50 -10.8962 4.5708 5.3039
C46 0.3027 1.0417 10.1839
C47 0.6719 -0.2328 9.8541
C48 -0.2888 -1.2460 9.7536
C49 -1.6439 -0.9246 9.9400
C50 -1.9768 0.3701 10.4001
C51 -0.9939 1.3613 10.5256
C52 -3.4015 0.7299 10.6699
O4 -3.7582 1.8089 11.1250
C53 -4.4150 -0.3150 10.3795
C54 -5.7558 0.0381 10.5812
C55 -6.7609 -0.8741 10.2807
C56 -6.4435 -2.0892 9.7124
C57 -5.1215 -2.4263 9.5473
C58 -4.0712 -1.5755 9.8700
C59 -2.6260 -1.9491 9.6050
O5 -2.3909 -3.0219 9.1004
H51 1.0388 1.8374 10.1868
H52 1.7077 -0.5030 9.7020
H53 0.0724 -2.2162 9.4457
H54 -1.3595 2.3099 10.8927
H55 -6.0642 0.9779 11.0137
H56 -7.7726 -0.6044 10.5577
H57 -7.1687 -2.7938 9.3263
H58 -4.7545 -3.3729 9.1639
C60 -6.0440 -0.7737 14.1837
C61 -5.8606 -0.1795 15.4270
C62 -5.5007 -0.9747 16.4978
C63 -5.4150 -2.3695 16.4264
C64 -5.7494 -2.9539 15.2162
C65 -5.9541 -2.1468 14.0784
C66 -5.8622 -4.4456 15.0689
O6 -6.0683 -4.9395 13.9755
C67 -5.5343 -5.3195 16.1937
C68 -5.5038 -6.7086 16.1053
C69 -5.2273 -7.5045 17.1997
C70 -5.0377 -6.8830 18.4381
C71 -4.9486 -5.5161 18.5460
C72 -5.1795 -4.7030 17.4302
C73 -5.0989 -3.2155 17.6197
O7 -4.7908 -2.6884 18.6639
H59 -6.4488 -0.1911 13.3601
H60 -6.1925 0.8409 15.5853
H61 -5.5386 -0.5361 17.4909
H62 -6.1968 -2.6578 13.1551
H63 -5.7609 -7.1468 15.1499
H64 -5.2638 -8.5837 17.1722
H65 -4.8520 -7.4605 19.3343
H66 -4.7998 -5.0645 19.5174

Values from the calculation:
* E_HOMO: -12.58 eV
* orbital gap: 3.5 eV
* LUMO level: -9.1 eV
* net charge: +3



Entry 4:
A molecular structure, C27H45Cl2OsPS at a distorted geometry, computed with the ωB97M-V functional and the def2-TZVPD basis.

Atoms and positions in Å:
P1 2.1130 1.2325 -1.6996
C1 3.6760 0.7860 -0.8116
C2 4.9518 0.7927 -1.6604
C3 6.1454 0.3252 -0.7998
C4 6.2930 1.1192 0.5023
C5 4.9983 1.1090 1.3195
C6 3.8093 1.6031 0.4891
C7 1.7681 3.0271 -1.9638
C8 2.8268 3.8622 -2.6745
C9 2.2656 5.2860 -2.9217
C10 1.7530 5.9705 -1.6475
C11 0.7998 5.0809 -0.8283
C12 1.3419 3.6654 -0.6248
C13 1.9340 0.3224 -3.2759
C14 2.0951 -1.1981 -3.0637
C15 1.9960 -1.9722 -4.3823
C16 0.7645 -1.6249 -5.2315
C17 0.4553 -0.1230 -5.3034
C18 0.5884 0.6219 -3.9708
H1 3.4970 -0.2706 -0.5144
H2 5.1338 1.8052 -2.0561
H3 4.8415 0.1144 -2.5227
H4 7.0658 0.3845 -1.3915
H5 5.9892 -0.7342 -0.5481
H6 7.1132 0.7061 1.0983
H7 6.5609 2.1559 0.2650
H8 4.7919 0.0870 1.6622
H9 5.1040 1.7319 2.2135
H10 2.8836 1.5350 1.0813
H11 3.9637 2.6619 0.2296
H12 0.8756 3.0121 -2.6188
H13 1.4308 5.2072 -3.6355
H14 3.1023 3.4125 -3.6388
H15 3.7390 3.9236 -2.0610
H16 3.0323 5.9115 -3.3973
H17 1.2398 6.9042 -1.9135
H18 2.6099 6.2525 -1.0193
H19 0.6148 5.5463 0.1481
H20 -0.1713 5.0286 -1.3413
H21 0.5808 3.0447 -0.1321
H22 2.2153 3.7097 0.0384
H23 2.7866 0.7497 -3.8448
H24 3.0600 -1.4255 -2.5880
H25 1.3151 -1.5484 -2.3674
H26 2.8976 -1.7759 -4.9765
H27 1.9930 -3.0468 -4.1655
H28 -0.1090 -2.1513 -4.8270
H29 0.9125 -2.0103 -6.2493
H30 -0.5592 0.0164 -5.6934
H31 1.1332 0.3371 -6.0332
H32 0.4806 1.6996 -4.1568
H33 -0.2369 0.3364 -3.2974
Os1 -1.5819 -0.4781 1.2044
Cl1 -1.6223 0.9700 -0.6907
Cl2 0.3218 -1.7015 0.5445
C19 -0.4045 0.5897 2.1858
H34 0.6510 0.2620 2.2772
C20 -0.6445 1.8522 2.8857
C21 -1.6501 2.7389 2.4523
C22 -1.9569 3.8693 3.2079
C23 -1.2852 4.1094 4.4153
C24 -0.2305 3.2739 4.8163
C25 0.1054 2.1660 4.0563
H35 -2.1785 2.5137 1.5225
H36 -2.7292 4.5600 2.8698
H37 0.3244 3.4829 5.7351
H38 0.9207 1.4951 4.3409
H39 -1.5484 4.9661 5.0315
C26 -2.1885 -2.2857 2.4245
S1 -3.5186 -1.7858 1.2524
C27 -2.7031 -2.2156 -0.2995
H40 -1.3293 -1.5243 2.5904
H41 -1.7391 -3.2519 2.1656
H42 -2.7325 -2.2432 3.3704
H43 -2.4243 -3.2756 -0.3118
H44 -3.3634 -1.9141 -1.1169
H45 -1.7515 -1.5954 -0.4088

Values from the calculation:
* E_HOMO (spin up / spin down): -6.12 / -6.38 eV
* relative energy (zero: lowest compared OMol25 entry of this formula, charge and spin): 8.6 kcal per mole
* orbital gap (spin up / spin down): 6.0 / 4.7 eV
* LUMO level (spin up / spin down): -0.1 / -1.7 eV
* multiplicity: 5



Entry 5:
2 unconnected molecules or ions with the total composition C4H13NO at a distorted geometry, computed with the ωB97M-V functional and the def2-TZVPD basis.

Atoms and positions in Å:
C1 -1.1336 1.5968 0.4952
C2 -1.1561 0.0575 0.4281
N1 0.0383 -0.4650 -0.1775
C3 0.8700 -1.4242 0.5568
C4 -0.1543 -1.0392 -1.5360
H1 -0.2781 1.9884 1.0502
H2 -1.2588 2.0980 -0.4582
H3 -1.9507 1.8307 1.1724
H4 -2.0223 -0.1526 -0.2196
H5 -1.3700 -0.3695 1.4115
H6 0.4145 -2.3192 1.0042
H7 1.3714 -0.9028 1.3795
H8 1.6003 -1.7916 -0.1599
H9 -0.6074 -2.0336 -1.4152
H10 -0.8472 -0.4383 -2.1197
H11 0.8375 -1.1734 -1.9591
H12 1.7665 0.7722 0.5253
H13 1.7325 2.1360 -0.3263
O1 2.1473 1.6296 0.3484

Values from the calculation:
* E_HOMO: -8.56 eV
* relative energy (zero: lowest compared OMol25 entry of this formula, charge and spin): 28.0 kcal per mole
* orbital gap: 9.5 eV
* LUMO level: 0.9 eV



Entry 6:
2 unconnected molecules or ions with the total composition C5H17N2O at a distorted geometry, computed with the ωB97M-V functional and the def2-TZVPD basis.

Atoms and positions in Å:
C1 0.8470 2.2532 0.5677
C2 1.2584 0.8425 0.1958
C3 0.6706 0.2542 -1.0825
C4 0.9508 -1.2557 -1.3195
C5 0.3810 -2.2049 -0.2717
N1 -1.1018 -2.0432 -0.0829
N2 -0.3313 2.2842 1.4874
H1 1.6523 2.8787 0.9530
H2 0.4576 2.7447 -0.3345
H3 2.3421 0.7816 0.0548
H4 1.0832 0.1797 1.0522
H5 1.0137 0.7469 -2.0084
H6 -0.3923 0.4390 -1.2970
H7 0.5228 -1.5005 -2.2927
H8 2.0285 -1.4196 -1.3815
H9 0.5825 -3.2506 -0.5017
H10 0.8228 -2.0503 0.7129
H11 -1.3983 -2.6857 0.6706
H12 -1.4260 -1.0186 0.1409
H13 -1.5985 -2.2732 -0.9735
H14 -0.7162 3.2267 1.4773
H15 0.0390 2.1670 2.4307
H16 -2.0699 0.7700 1.0263
H17 -3.1172 0.2077 0.0459
O1 -2.5009 -0.0737 0.7305

Values from the calculation:
* E_HOMO (spin up / spin down): -2.80 / -10.38 eV
* relative energy (zero: lowest compared OMol25 entry of this formula, charge and spin): 22.7 kcal per mole
* orbital gap (spin up / spin down): 3.6 / 11.0 eV
* LUMO level (spin up / spin down): 0.8 / 0.6 eV
* multiplicity: 2